# 1
Computed, not measured: 2 unconnected molecules or ions with the total composition C2H4N2O2, with ωB97M-V/def2-TZVPD.

Properties
2S+1 = 1
ΔE to the lowest compared entry with this formula, charge and spin = 4.062 eV
HOMO level = -9.7521 eV
SMILES = C#[N+][O-].NC=O
max |F| = 1.8 eV Å⁻¹
orbital gap = 0.392 Eh

```
10
Properties=species:S:1:pos:R:3:forces:R:3
C -2.7483 0.7867 0.1954 0.636 -0.497 -0.225
N -1.9312 -0.0088 0.0299 -1.381 1.028 0.497
O -1.1442 -0.8848 -0.0464 1.074 -1.217 -0.274
H -3.3816 1.6147 0.1567 -0.492 0.638 0.016
N 1.8532 -0.8034 0.2386 0.317 -0.156 0.346
C 1.3317 0.2745 -0.3782 -0.006 -0.090 -0.635
O 1.3174 1.3903 0.0776 -0.056 0.432 0.218
H 2.1293 -0.6928 1.2015 -0.042 -0.053 -0.007
H 1.6110 -1.7214 -0.0808 -0.031 -0.101 -0.054
H 0.9627 0.0451 -1.3943 -0.021 0.016 0.117
```
Positions in Å, forces in eV/Å.

Atomic partial charges in e from the Mulliken method, atoms 1 to 2:
1 C -0.231
2 N 0.429



# 2
Computed, not measured: a gas-phase ion, CH3O2S2 (charge -1), with ωB97M-V/def2-TZVPD.

Properties
2S+1 = 1
ΔE to the lowest compared entry with this formula, charge and spin = 1.514 eV
HOMO level = -3.7601 eV
max |F| = 3.0 eV Å⁻¹
orbital gap = 0.275 Eh
total charge = -1

```
8
Properties=species:S:1:pos:R:3:forces:R:3
C -0.7797 -0.3293 -0.3618 -0.812 -1.005 -0.418
O 0.0518 2.2830 0.5774 0.078 0.235 -0.813
O 1.3450 0.1919 1.1387 -0.831 1.294 0.624
S 0.5674 -1.2677 -1.0749 0.291 -0.665 -0.755
S -0.0042 0.9132 1.0977 0.515 -2.368 0.411
H -1.0974 0.2896 -1.2438 -0.551 -0.381 1.244
H -1.5405 -1.1994 -0.0141 1.216 2.706 -0.468
H 1.4575 -0.8813 -0.1193 0.094 0.184 0.174
```
Positions in Å, forces in eV/Å.

Atomic partial charges in e from the Mulliken method, atoms 1 to 2:
1 C -0.541
2 O -0.583



# 3
Computed, not measured: C4H2O2 in the gas phase, with ωB97M-V/def2-TZVPD.

Properties
2S+1 = 1
ΔE to the lowest compared entry with this formula, charge and spin = 1.523 eV
HOMO level = -10.3371 eV
SMILES = C#CC(=O)C=O
max |F| = 5.4 eV Å⁻¹
orbital gap = 0.321 Eh

```
8
Properties=species:S:1:pos:R:3:forces:R:3
C 0.6616 -0.7962 -1.5778 1.974 -0.368 -2.805
C 0.5080 -0.6136 -0.3971 0.243 -1.565 -3.601
C 0.0778 -0.2913 0.8598 3.437 -0.829 4.046
O 0.6778 -0.8127 1.8351 -2.646 1.702 -1.615
C -0.7868 0.9425 0.7319 -1.666 -0.268 -0.164
O -1.4918 1.3064 1.6334 0.541 0.542 -1.115
H 1.1159 -0.9645 -2.6501 -1.506 0.373 2.867
H -0.7625 1.2295 -0.4354 -0.378 0.413 2.387
```
Positions in Å, forces in eV/Å.

Atomic partial charges in e from the Mulliken method, atoms 1 to 2:
1 C 0.100
2 C -0.257



# 4
Computed, not measured: 12 unconnected molecules or ions with the total composition C15H44BNO18, with ωB97M-V/def2-TZVPD.

Properties
2S+1 = 1
ΔE to the lowest compared entry with this formula, charge and spin = 0.214 eV
HOMO level = -9.9184 eV
max |F| = 12.2 eV Å⁻¹
orbital gap = 0.312 Eh

```
79
Properties=species:S:1:pos:R:3:forces:R:3
C 4.7123 0.0400 5.4582 2.008 0.824 1.211
C 5.3960 -0.4152 4.1767 -5.889 -0.714 -1.402
C 4.8594 0.4561 3.0295 -3.645 3.000 5.610
C 3.3075 0.5467 2.6990 0.675 -2.694 4.202
N 2.6891 1.7850 2.1662 -1.624 -0.378 0.216
C 3.1548 2.0279 0.7758 2.903 -1.498 0.686
C 3.5585 3.4315 0.6146 -0.138 2.799 -0.392
C 4.0637 3.8390 2.0217 -0.386 -0.980 0.811
C 2.9933 3.0166 2.9233 3.023 1.669 1.737
C 1.1353 1.5093 2.1047 0.107 1.070 -3.797
C 0.3829 1.4056 3.4264 -0.077 -4.574 -4.665
C -1.0475 1.6998 3.1844 -1.563 -5.658 0.828
H 5.2288 1.0213 5.8134 -1.898 -0.946 -0.807
H 5.1954 -0.5826 6.1623 0.205 -1.051 1.316
H 3.6384 -0.1692 5.6320 0.579 0.873 -0.496
H 5.0423 -1.4569 3.9745 0.526 0.487 0.151
H 6.4010 -0.4390 4.3147 2.991 0.289 -0.102
H 5.3279 0.5297 2.2233 4.169 -1.349 -7.472
H 5.1424 1.4908 3.2425 -0.147 0.449 1.239
H 2.7400 0.2530 3.6772 0.955 0.978 -1.609
H 3.1808 -0.3629 2.1322 -0.902 0.368 -1.235
H 2.4392 1.6325 0.1753 -2.085 -0.777 -2.182
H 4.0238 1.3302 0.6665 -0.449 0.806 -0.169
H 2.6651 4.1539 0.2747 2.015 -1.643 0.713
H 4.4129 3.5215 -0.0738 -0.715 0.017 -0.202
H 3.9852 4.8956 2.1918 -0.452 0.534 0.095
H 5.1850 3.6675 2.2932 -2.056 -0.536 -0.717
H 2.0961 3.6480 3.1574 0.763 -0.924 -0.385
H 3.5927 2.7552 3.8619 -1.523 0.194 -0.947
H 1.1186 0.5641 1.4027 -0.377 1.562 1.763
H 0.6711 2.3650 1.3118 1.364 -1.920 2.470
H 0.6192 2.0202 4.1453 2.277 3.212 3.773
H 0.5203 0.3555 3.7225 -0.077 0.364 0.391
H -1.5597 1.3520 4.1592 0.112 -0.318 -1.874
H -1.4753 1.3020 2.2213 0.190 0.453 1.294
H -1.1617 2.6466 3.3598 -0.922 5.890 -0.282
O -4.8094 -1.9557 -0.5852 1.457 2.567 -0.377
C -3.8316 -1.2922 -0.9993 -6.373 -9.021 2.858
O -2.7338 -1.8951 -1.1402 5.070 0.423 -0.181
B -1.8079 -0.8346 -1.6491 -1.233 -0.015 -0.970
O -2.7580 0.2867 -1.9449 6.015 0.602 -1.875
C -3.8814 -0.0839 -1.6066 -3.871 5.937 1.014
O -4.8063 0.6802 -1.4995 -1.181 -0.111 -0.971
O -1.1402 -1.2601 -2.9436 -3.030 0.690 2.655
C 0.0854 -1.0789 -2.6709 1.572 -5.155 -10.981
O 0.8825 -1.3689 -3.5743 0.270 0.964 1.560
C 0.3697 -0.6741 -1.4396 1.218 4.182 5.546
O -0.6791 -0.3829 -0.7652 -3.563 -1.200 0.472
O 1.4121 -0.2274 -1.1244 3.955 0.355 1.378
O -4.4120 -4.6018 -1.0391 0.719 1.444 -0.159
H -3.8504 -4.6298 -0.2128 -1.065 0.510 -1.537
H -4.4773 -3.6246 -1.3607 0.390 -2.265 1.580
O -1.4847 -1.9640 -5.7426 -0.420 0.023 -0.227
H -1.0482 -1.6412 -4.9719 0.092 1.357 1.084
H -0.9360 -2.7290 -5.7963 0.323 -1.468 -0.995
O 2.2784 -4.0546 -3.3436 -0.501 1.065 -0.012
H 2.6147 -3.4049 -2.6986 0.258 -0.346 -0.275
H 1.7450 -3.4540 -3.9049 0.399 -0.625 0.268
O 3.8273 -1.3975 -2.1742 0.260 0.143 0.122
H 3.0881 -0.9492 -1.7240 0.392 0.052 -0.726
H 4.1032 -0.8752 -2.9570 -0.646 -0.321 0.533
O -5.5012 2.3632 -3.6373 4.465 2.398 0.398
H -6.3072 2.1087 -3.9136 -4.216 -1.704 -1.007
H -5.1421 1.8184 -2.9474 -0.352 -0.503 0.492
O -6.3564 2.1072 0.1042 -2.517 0.448 0.212
H -5.8304 2.5397 0.7349 1.162 0.751 1.072
H -5.8205 1.5839 -0.4501 0.965 -0.896 -0.876
O 3.1581 -0.1115 -4.8181 -0.712 0.105 1.588
H 3.1013 -0.3003 -5.7451 -0.297 -0.248 -0.582
H 2.3097 -0.3905 -4.3734 1.128 0.112 -0.933
O -3.9343 -3.4045 -3.8692 0.953 2.042 -1.259
H -3.0272 -3.0152 -3.9746 -1.231 -0.668 0.004
H -3.8815 -4.0683 -3.2165 0.331 -1.403 1.211
O -7.2764 -4.1073 -0.6455 1.574 0.697 0.251
H -6.3814 -4.3278 -1.0400 -1.403 0.157 0.845
H -7.0448 -3.4024 0.0137 -0.331 -0.920 -0.988
O -8.0823 -0.2415 -2.1837 0.372 -1.070 -0.610
H -7.2167 -0.6180 -2.4917 -1.340 0.337 0.531
H -8.7513 -0.9569 -2.3001 1.005 0.703 0.100
```
Positions in Å, forces in eV/Å.

Atomic partial charges in e from the Mulliken method, atoms 1 to 2:
1 C -1.089
2 C -0.816



# 5
Computed, not measured: C17H21FN6O in the gas phase, with ωB97M-V/def2-TZVPD.

Properties
2S+1 = 1
HOMO level = -7.9996 eV
SMILES = Cn1cc(-c2nc(N[C@@H]3CCCC[C@@H]3N)c(F)c3c2C(=O)NC3)cn1
max |F| = 2.9 eV Å⁻¹
orbital gap = 0.315 Eh

```
46
Properties=species:S:1:pos:R:3:forces:R:3
C -4.1337 -0.1484 -4.4095 0.186 -0.892 0.580
N -3.0598 -0.1070 -3.4056 0.406 -0.348 1.116
C -3.2553 -0.5497 -2.1258 0.387 0.356 -1.480
C -2.1199 -0.3014 -1.4234 0.970 0.671 -0.091
C -1.7378 -0.5619 -0.0476 0.260 -0.174 -0.468
N -0.4278 -0.3361 0.1556 -0.974 -0.399 0.659
C 0.1022 -0.7660 1.2895 2.149 -0.601 0.570
N 1.4780 -0.6415 1.3995 -0.681 0.144 -0.217
C 2.3218 0.0709 0.4280 0.592 0.688 1.233
C 3.8172 -0.3116 0.6544 -0.521 0.288 -0.899
C 4.7081 0.4346 -0.3829 -0.361 -1.174 0.487
C 4.5387 1.9297 -0.3126 0.120 0.016 0.110
C 3.0801 2.3359 -0.4674 -1.015 -0.475 -0.125
C 2.1130 1.6358 0.5383 0.487 0.091 0.129
N 2.3144 2.1835 1.9148 1.382 -0.390 -0.974
C -0.6024 -1.4673 2.3059 -1.582 0.342 -0.871
F 0.0205 -2.0104 3.3804 0.051 0.380 -0.292
C -1.9760 -1.5787 2.1162 2.481 0.225 1.438
C -2.5422 -1.1117 0.9548 1.312 -0.030 -0.871
C -3.9252 -1.4427 1.0275 -2.527 0.958 -0.371
O -4.8547 -1.0586 0.3467 -0.165 0.051 -0.960
N -4.1653 -2.1593 2.1643 -0.518 -0.473 1.617
C -3.0160 -2.1103 3.0466 0.318 -0.684 -0.693
C -1.2166 0.2913 -2.3721 -0.656 0.165 -0.022
N -1.7800 0.4018 -3.5669 -1.053 -0.084 0.244
H -4.0757 -1.0603 -5.0323 0.173 0.500 0.168
H -5.0915 -0.2023 -3.8522 0.616 0.196 -0.359
H -4.1082 0.7346 -5.0184 0.053 0.363 -0.276
H -4.1208 -1.0898 -1.8555 -0.848 -0.062 0.309
H 1.8673 -0.8688 2.2938 0.247 -0.036 0.140
H 2.0762 -0.2696 -0.5796 -0.330 0.215 0.046
H 4.1435 -0.0383 1.6449 -0.015 0.198 0.530
H 3.9366 -1.4038 0.5586 -0.087 0.364 -0.062
H 4.4121 0.0910 -1.3780 0.116 -0.069 -0.091
H 5.7393 0.1088 -0.2046 -0.054 0.229 -0.196
H 4.9553 2.2977 0.6424 -0.259 0.012 -0.368
H 5.0789 2.3996 -1.1382 0.230 0.037 0.177
H 2.6898 2.1235 -1.5126 0.578 0.230 1.077
H 3.0647 3.4097 -0.3116 -0.451 0.304 -0.115
H 1.0739 1.8706 0.3347 -0.196 -0.249 -0.933
H 2.2701 3.2020 1.8816 -0.171 -0.459 0.115
H 1.6333 1.8152 2.5439 -0.518 -0.015 0.362
H -5.0571 -1.9532 2.6309 0.460 -0.350 -0.785
H -2.7324 -3.0843 3.4481 -0.123 0.059 0.145
H -3.2140 -1.4033 3.8282 0.186 0.306 0.749
H -0.2228 0.6999 -2.1330 -0.656 -0.422 -0.483
```
Positions in Å, forces in eV/Å.

Atomic partial charges in e from the Mulliken method, atoms 1 to 2:
1 C -0.805
2 N 0.645



# 6
Computed, not measured: 2 unconnected molecules or ions with the total composition C2HN3O4, with ωB97M-V/def2-TZVPD.

Properties
2S+1 = 1
ΔE to the lowest compared entry with this formula, charge and spin = 3.596 eV
HOMO level (spin up / spin down) = -9.4835 / -9.4833 eV
max |F| = 3.7 eV Å⁻¹
orbital gap (spin up / spin down) = 0.317 / 0.318 Eh

```
10
Properties=species:S:1:pos:R:3:forces:R:3
C 0.4371 -0.7352 -0.2067 -2.520 0.145 -0.857
C -0.7985 -0.8202 -0.9707 2.657 -0.237 -0.520
N -1.9748 0.9888 0.6615 1.277 1.144 1.042
N -2.8668 0.3777 0.4287 1.296 1.239 -0.075
N -0.7351 -2.3197 0.6811 -0.086 -0.687 1.836
O -1.1819 -0.4209 -2.0212 -0.681 0.805 -0.372
O 0.3190 -1.5806 0.7690 0.486 -1.294 0.781
O -3.7387 -0.2574 0.0610 -3.007 -2.004 -0.696
O -1.4367 -1.8483 -0.2936 -0.953 -0.718 -0.907
H 1.0341 0.0608 0.0476 1.530 1.609 -0.232
```
Positions in Å, forces in eV/Å.

Atomic partial charges in e from the Mulliken method, atoms 1 to 2:
1 C -0.247
2 C 0.523



What did the second record say?
Computed, not measured: a gas-phase ion, CH3O2S2 (charge -1), with ωB97M-V/def2-TZVPD.

Properties
2S+1 = 1
ΔE to the lowest compared entry with this formula, charge and spin = 1.514 eV
HOMO level = -3.7601 eV
max |F| = 3.0 eV Å⁻¹
orbital gap = 0.275 Eh
total charge = -1

```
8
Properties=species:S:1:pos:R:3:forces:R:3
C -0.7797 -0.3293 -0.3618 -0.812 -1.005 -0.418
O 0.0518 2.2830 0.5774 0.078 0.235 -0.813
O 1.3450 0.1919 1.1387 -0.831 1.294 0.624
S 0.5674 -1.2677 -1.0749 0.291 -0.665 -0.755
S -0.0042 0.9132 1.0977 0.515 -2.368 0.411
H -1.0974 0.2896 -1.2438 -0.551 -0.381 1.244
H -1.5405 -1.1994 -0.0141 1.216 2.706 -0.468
H 1.4575 -0.8813 -0.1193 0.094 0.184 0.174
```
Positions in Å, forces in eV/Å.

Atomic partial charges in e from the Mulliken method, atoms 1 to 2:
1 C -0.541
2 O -0.583



Q: Which of these has the lowest max |F|?
A: C2H4N2O2